A | The following is a quantum chemistry calculation of C2H5N in the gas phase, from the OMol25 dataset.

Each line ends with the Mulliken charge.
Cartesian coordinates (Å):
N1 -0.245 0.859 -0.167  -0.371
C1 1.005 0.198 -0.196  -0.663
C2 -1.496 0.088 0.133  -0.335
H1 1.046 -0.632 -0.909  0.289
H2 -2.399 0.655 0.149  0.288
H3 -1.444 -0.977 0.287  0.253
H4 1.726 0.964 -0.493  0.255
H5 1.293 -0.191 0.787  0.283

Properties
Gap between HOMO and LUMO: 10.14 eV
HOMO level: -9.8 eV
Spin multiplicity: 1
LUMO energy: 0.3870 eV

B | The following is a quantum chemistry calculation of 2 unconnected molecules or ions with the total composition C2H5N, from the OMol25 dataset.

Each line ends with the Mulliken charge.
Cartesian coordinates (Å):
N1 -0.111 -0.806 -1.239  -0.397
C1 -0.834 -0.481 -0.288  -0.095
C2 0.752 0.788 0.807  -0.839
H1 1.163 1.266 -0.018  0.249
H2 1.373 0.080 1.265  0.267
H3 -0.365 -1.374 -1.981  0.206
H4 -0.175 1.138 1.306  0.304
H5 -1.803 -0.610 0.147  0.304

Properties
Gap between HOMO and LUMO (spin up / spin down): 8.56 / 8.55 eV
HOMO level (spin up / spin down): -7.6 / -7.6 eV
Spin multiplicity: 1
LUMO energy (spin up / spin down): 0.9919 / 0.9918 eV

C | The following is a quantum chemistry calculation of C2H5N in the gas phase, from the OMol25 dataset.

Each line ends with the Mulliken charge.
Cartesian coordinates (Å):
N1 0.416 -0.650 0.344  -0.399
C1 1.262 0.172 -0.094  -0.240
C2 -0.972 -0.231 0.118  -0.776
H1 1.035 1.088 -0.647  0.258
H2 -1.655 -0.887 0.654  0.270
H3 -1.133 0.787 0.469  0.317
H4 2.306 -0.013 0.092  0.263
H5 -1.258 -0.266 -0.936  0.305

Properties
Gap between HOMO and LUMO: 11.15 eV
HOMO level: -9.9 eV
Spin multiplicity: 1
LUMO energy: 1.2456 eV

C takes first place; second place is 1.393 eV up.

A | The following is a quantum chemistry calculation of 3 unconnected molecules or ions with the total composition C3H11NO3, from the OMol25 dataset.

Each line ends with the Mulliken charge.
Cartesian coordinates (Å):
O1 -2.545 0.830 -0.598  -0.686
O2 -1.603 -1.758 -0.910  -0.327
O3 -1.055 2.749 0.808  -0.652
N1 0.233 -0.452 -0.572  0.198
C1 1.592 -0.331 -0.324  -0.478
C2 2.013 -0.757 1.161  -0.880
C3 -0.399 -1.568 -1.090  0.165
H1 -0.808 2.201 1.573  0.312
H2 1.351 -0.081 1.728  0.314
H3 2.257 -0.970 -1.081  0.339
H4 -1.932 2.315 0.615  0.347
H5 -0.366 0.350 -0.251  0.262
H6 0.369 -2.347 -1.315  0.347
H7 3.081 -0.471 1.343  0.329
H8 -2.966 0.011 -0.603  0.324
H9 -2.900 1.368 -1.435  0.359
H10 1.785 0.712 -0.305  0.367
H11 1.894 -1.800 1.256  0.361

Properties
Gap between HOMO and LUMO (spin up / spin down): 10.35 / 5.76 eV
HOMO level (spin up / spin down): -14.7 / -14.7 eV
Net charge: +1
Spin multiplicity: 2
Expectation value of S²: 0.78
LUMO energy (spin up / spin down): -4.3846 / -8.9733 eV

B | The following is a quantum chemistry calculation of 3 unconnected molecules or ions with the total composition C3H11NO3, from the OMol25 dataset.

Each line ends with the Mulliken charge.
Cartesian coordinates (Å):
O1 0.382 2.674 -1.443  -0.544
O2 0.664 -1.161 -1.248  -0.221
O3 2.197 0.178 -2.543  -0.599
N1 -1.330 -1.605 2.183  -0.319
C1 -0.120 -0.693 -0.520  0.115
C2 -1.186 -0.252 1.743  -0.626
C3 0.037 0.095 0.930  -0.520
H1 -2.208 -1.929 1.774  0.340
H2 -0.560 -2.244 1.915  0.322
H3 -0.375 2.524 -1.859  0.304
H4 0.652 1.980 -0.935  0.255
H5 2.029 -0.760 -2.693  0.348
H6 3.056 0.131 -2.152  0.314
H7 -1.070 0.280 2.617  0.349
H8 1.001 -0.188 1.331  0.398
H9 -2.085 0.291 1.226  0.374
H10 -1.164 -0.411 -1.045  0.294
H11 0.082 1.091 0.720  0.415

Properties
Gap between HOMO and LUMO (spin up / spin down): 9.93 / 4.65 eV
HOMO level (spin up / spin down): -14.6 / -14.3 eV
Net charge: +1
Spin multiplicity: 2
Expectation value of S²: 0.76
LUMO energy (spin up / spin down): -4.6365 / -9.6567 eV

A takes first place; second place is 2.134 eV up.